{"formula": "C34H39N4O2", "method": "ωB97M-V with the def2-TZVPD basis set", "symbols": ["C", "O", "C", "C", "C", "C", "N", "C", "N", "C", "C", "C", "C", "C", "H", "H", "H", "H", "H", "H", "H", "H", "H", "H", "H", "H", "C", "N", "C", "O", "C", "C", "C", "C", "C", "C", "C", "C", "N", "C", "C", "C", "C", "C", "C", "C", "C", "C", "C", "C", "C", "C", "H", "H", "H", "H", "H", "H", "H", "H", "H", "H", "H", "H", "H", "H", "H", "H", "H", "H", "H", "H", "H", "H", "H", "H", "H", "H", "H"], "xyz": [[7.36919, -4.33436, 0.93418], [6.50432, -3.17578, 0.90870], [5.15322, -3.28644, 0.76171], [4.44238, -2.08803, 0.46811], [3.05949, -2.10684, 0.33234], [2.36017, -3.32130, 0.42347], [0.96361, -3.36423, 0.20238], [0.14259, -2.36495, -0.34614], [-1.11076, -2.72710, -0.07366], [-2.36454, -1.99088, -0.17433], [-1.13922, -4.01152, 0.44810], [0.14045, -4.41264, 0.62828], [3.03879, -4.48946, 0.81050], [4.43624, -4.50246, 0.90633], [8.36906, -3.89564, 0.89751], [7.24445, -4.90463, 1.86657], [7.19375, -4.97411, 0.05719], [5.01105, -1.16733, 0.35206], [2.52624, -1.16601, 0.20533], [-2.25669, -1.04523, -0.68023], [-3.09803, -2.61692, -0.70250], [-2.72278, -1.81925, 0.85092], [-2.06869, -4.46106, 0.77996], [0.52646, -5.25351, 1.21596], [2.50238, -5.42148, 1.02611], [4.99097, -5.43140, 1.07187], [-2.21701, 5.69171, -0.57152], [-1.80097, 4.46024, 0.07731], [-1.85734, 4.29325, 1.43576], [-2.20943, 5.15830, 2.23234], [-1.38457, 2.87169, 1.74046], [-2.46329, 2.05390, 2.45064], [-2.74904, 2.52700, 3.86009], [-4.05908, 2.82133, 4.24583], [-4.29808, 3.39962, 5.49524], [-3.23010, 3.63369, 6.37535], [-1.93229, 3.24210, 6.01794], [-1.69191, 2.68389, 4.75867], [-1.07270, 2.34554, 0.40789], [-0.67510, 1.04800, 0.27271], [-0.42622, 0.42706, -0.94412], [-0.00133, -0.93751, -1.22144], [0.35497, -1.36074, -2.55607], [1.00510, -2.57517, -2.90830], [1.25963, -2.90501, -4.23796], [0.93461, -2.01714, -5.27589], [1.24782, -2.46613, -6.66471], [0.34614, -0.78119, -4.95864], [0.06133, -0.48083, -3.63206], [-1.39430, 3.28444, -0.67772], [-2.57124, 2.78768, -1.52830], [-0.19955, 3.66686, -1.56332], [-2.52006, 6.41091, 0.19766], [-1.39188, 6.12133, -1.16257], [-3.06210, 5.51561, -1.25821], [-0.47037, 2.94214, 2.36245], [-3.38312, 2.10694, 1.84108], [-2.14493, 1.00002, 2.47648], [-4.86272, 2.60642, 3.53431], [-5.32194, 3.65984, 5.76743], [-3.41078, 4.12090, 7.33655], [-1.09666, 3.36713, 6.70741], [-0.69125, 2.37266, 4.44509], [-0.50232, 0.55453, 1.23712], [-0.58265, 1.11411, -1.77276], [0.72707, -1.31817, -0.08879], [1.36033, -3.26464, -2.14183], [1.73501, -3.86640, -4.48782], [0.97771, -1.72616, -7.41372], [2.31674, -2.68965, -6.75893], [0.70703, -3.39401, -6.88265], [0.12153, -0.04662, -5.74332], [-0.36075, 0.50480, -3.43853], [-3.47122, 2.70516, -0.90019], [-2.75358, 3.51396, -2.32899], [-2.35543, 1.81934, -1.98756], [0.50362, 4.27416, -0.97587], [0.31257, 2.78854, -1.96052], [-0.57004, 4.26713, -2.40421]], "mulliken_charge": [-0.82, -0.44, 0.59, -0.96, -0.09, 1.13, 0.56, 0.67, 0.22, -0.95, -0.91, -0.38, -1.10, -0.49, 0.25, 0.33, 0.36, 0.43, 0.59, 0.41, 0.35, 0.42, 0.48, 0.36, 0.20, 0.41, -0.94, 0.26, 0.11, -0.70, -0.02, -0.40, 0.54, -0.38, -0.56, -0.47, -0.67, -0.24, 0.42, 0.05, 0.83, 0.34, 0.66, 0.08, -1.26, 1.08, -1.50, -1.25, -0.64, 0.35, -1.47, -1.63, 0.38, 0.28, 0.31, 0.28, 0.24, 0.34, 0.33, 0.37, 0.37, 0.37, 0.32, 0.85, -1.15, -0.99, 0.25, 0.40, 0.38, 0.34, 0.34, 0.35, 0.06, 0.34, 0.50, 0.34, 0.41, 0.31, 0.47], "molar_mass_g_mol": 535.7, "total_charge": 1, "de_lowest_kcal_mol": 89.84, "homo_energy_ev": -9.365, "e_lumo_ev": -3.635, "gap_ev": 5.7, "max_force_ev_per_a": 3.424}